(1)
{"formula": "C8H16N7", "method": "wB97M-V/def2-TZVPD", "symbols": ["C", "C", "C", "C", "C", "C", "C", "C", "N", "N", "N", "N", "N", "N", "N", "H", "H", "H", "H", "H", "H", "H", "H", "H", "H", "H", "H", "H", "H", "H", "H"], "xyz": [[-1.87017, 2.38626, 0.25039], [-1.73809, 1.44757, -0.94821], [-2.33375, -0.88277, -0.06429], [3.03167, -0.27940, 0.26019], [2.37111, -1.53490, -0.35283], [2.47038, 1.07024, -0.26905], [1.05757, -1.77133, 0.30737], [1.33101, 1.68053, 0.47873], [-0.81475, 2.66549, 0.83365], [-0.37450, 1.30579, -1.03335], [-2.55602, 0.26689, -0.66199], [0.17025, 1.88303, -0.01047], [-3.31634, -1.33047, 0.81146], [-1.24122, -1.60354, -0.05249], [-0.03389, -1.50342, -0.66088], [-2.90737, 2.54106, 0.48547], [-2.25171, 1.88967, -1.88667], [2.95542, -0.30464, 1.26826], [4.03415, -0.28068, -0.02016], [2.16492, -1.26325, -1.41410], [2.96199, -2.35959, -0.21132], [3.15106, 1.89180, -0.09683], [2.25661, 0.97581, -1.31833], [0.90017, -2.78337, 0.70671], [0.89739, -1.05908, 1.15787], [1.59066, 2.28247, 1.32504], [-3.58010, 0.54440, -0.63984], [-4.00294, -0.66110, 1.19470], [-3.37636, -2.29746, 1.09291], [-1.21812, -2.28686, 0.63003], [0.27096, -0.62916, -1.16198]], "forces_ev_per_angstrom": [[-2.0, -1.1, -1.4], [-0.5, 1.9, -1.2], [-0.3, -0.6, 2.6], [-1.1, 0.4, -3.1], [-1.3, 3.3, -0.4], [-0.6, -0.5, 0.8], [-2.2, 0.3, 0.9], [0.8, 0.6, -0.3], [1.5, -0.3, 0.1], [0.9, -1.0, -1.9], [-2.8, 0.7, -0.6], [-1.0, 0.1, 1.8], [-0.4, 0.7, -0.6], [-0.7, 2.1, -0.9], [3.0, -0.1, -1.9], [0.0, 1.1, 0.9], [0.9, -0.5, 1.2], [0.0, -0.1, 3.3], [1.9, -0.1, -0.3], [0.5, -0.9, 0.4], [1.7, -1.9, -0.2], [1.0, -0.2, -0.4], [-0.2, 0.2, -0.5], [0.3, 0.1, -0.1], [0.3, -0.5, -0.2], [-0.3, 0.1, 0.5], [1.7, -0.7, -0.2], [0.8, -0.9, -0.5], [-0.1, 0.2, -0.1], [-0.1, -1.7, 1.5], [-1.9, -0.6, 0.7]], "de_lowest_kj_mol": 19.0, "orbital_gap_ev": 8.466, "multiplicity": 1, "total_charge": 1}



(2)
{"formula": "C8H16NO2P", "method": "wB97M-V/def2-TZVPD", "symbols": ["C", "C", "C", "C", "C", "C", "C", "C", "N", "O", "O", "P", "H", "H", "H", "H", "H", "H", "H", "H", "H", "H", "H", "H", "H", "H", "H", "H"], "xyz": [[0.16669, 0.95476, -1.61785], [-0.99398, -2.32838, 1.55026], [2.40770, -2.08043, 0.07599], [-1.26878, 2.54067, 1.50694], [-0.46202, 1.29933, -4.14691], [1.95222, -2.00201, 1.54172], [-1.85770, 1.14387, 1.64153], [-0.00273, 1.65148, -2.73392], [0.30745, 0.25066, -0.64269], [1.20236, -0.75806, 1.76480], [-0.81422, 0.37703, 2.27070], [-0.25947, -0.76571, 1.28633], [-1.93646, -2.20242, 2.10665], [-1.24220, -2.78167, 0.67936], [1.76723, -2.60268, -0.70118], [2.75896, -1.24397, -0.30632], [3.19430, -2.76095, 0.03574], [-1.99586, 3.27164, 1.81100], [-0.22260, 2.51587, 2.06291], [-1.02657, 2.79095, 0.52720], [0.30740, 1.42534, -4.91640], [-1.42152, 1.79513, -4.25590], [-0.81941, 0.19188, -4.14316], [2.88347, -2.06983, 2.26909], [1.40548, -2.91083, 1.79689], [-2.12038, 0.75455, 0.74074], [-2.59805, 0.98747, 2.36171], [0.68867, 2.55630, -2.56523]], "forces_ev_per_angstrom": [[-1.4, -1.8, 0.8], [0.2, 3.1, 1.4], [-2.5, -4.2, 1.0], [1.3, -0.6, 2.0], [-1.1, -2.5, 1.8], [2.2, -0.4, 0.1], [2.0, 1.7, 2.3], [2.4, 2.0, 0.3], [0.0, -0.9, 1.1], [1.9, -1.4, 0.1], [1.1, -1.8, -1.5], [-1.3, 0.6, 0.5], [0.3, 0.4, -0.1], [-0.3, -2.1, -2.8], [-0.3, 1.1, 1.2], [1.3, 4.2, -1.6], [1.9, -1.2, 0.3], [0.1, 0.6, 0.7], [-2.5, 0.6, -0.7], [0.4, 0.1, -2.0], [-0.5, 0.3, 0.2], [0.2, 0.6, -0.9], [0.9, 1.6, -0.1], [-1.9, 1.0, -1.5], [-0.6, 0.5, 0.1], [-0.9, -1.3, -2.7], [-1.8, 0.6, 0.7], [-1.3, -0.8, -0.8]], "de_lowest_kj_mol": 379.7, "orbital_gap_ev": [6.619, 6.617], "multiplicity": 1}



(3)
{"formula": "C8H16NO3P", "method": "wB97M-V/def2-TZVPD", "symbols": ["C", "C", "C", "C", "C", "C", "C", "C", "N", "O", "O", "O", "P", "H", "H", "H", "H", "H", "H", "H", "H", "H", "H", "H", "H", "H", "H", "H", "H"], "xyz": [[3.19498, 0.47592, -0.33500], [0.39580, -0.91763, 0.24937], [4.68853, 0.45431, -0.16937], [-1.31531, 1.49434, -0.81680], [-3.20393, -0.02525, -0.47801], [-1.79827, 0.67580, 1.49746], [0.63275, -3.21284, -0.54533], [-1.77669, 0.30008, 0.03193], [1.10355, -1.95904, 0.11800], [2.48685, 0.60038, -1.30498], [0.89449, 0.10883, 0.92990], [-0.89678, -0.86476, -0.15285], [2.47811, -0.14339, 1.27607], [4.84689, -0.09142, 0.64154], [5.10410, 0.10941, -1.12753], [4.82927, 1.57684, 0.04597], [-1.05708, 1.36061, -1.78963], [-2.04585, 2.28438, -0.66302], [-0.39733, 2.09983, -0.35532], [-3.34539, -1.00284, -0.45883], [-3.29435, 0.26636, -1.47089], [-3.80086, 0.60419, 0.17784], [-2.36105, 1.69965, 1.68826], [-2.36433, -0.14940, 1.96806], [-0.84192, 0.88808, 1.79308], [0.11551, -2.85877, -1.51710], [1.52412, -3.72961, -0.64278], [-0.00171, -3.72318, 0.05348], [2.66638, 1.05259, 1.95213]], "forces_ev_per_angstrom": [[-1.0, -1.4, 0.5], [-1.2, -2.2, -0.3], [-1.7, 4.6, -4.4], [1.9, 2.5, 4.7], [2.3, 3.5, 1.6], [-3.8, 1.2, -0.5], [0.2, 5.2, -2.3], [0.6, 1.3, -1.2], [-0.3, 0.0, -0.1], [0.9, 0.4, 0.1], [-0.8, 1.0, -0.1], [-0.1, 0.4, 0.0], [0.8, -0.8, 0.3], [1.5, -2.4, 3.4], [0.5, 0.3, 0.6], [0.7, -1.6, -0.4], [0.3, -0.8, -2.9], [-0.6, -0.1, -0.6], [-1.4, -1.8, -0.7], [-1.2, -4.5, 0.7], [-0.3, 0.7, -1.8], [-0.7, -0.5, -0.3], [0.7, -2.2, -0.6], [0.7, 0.6, 0.6], [2.1, -0.1, 1.3], [0.9, -1.2, 1.3], [1.4, -1.4, -0.9], [-2.3, -1.6, 1.9], [-0.1, 0.9, 0.2]], "de_lowest_kj_mol": 323.6, "orbital_gap_ev": 9.391, "multiplicity": 1}



(4)
{"formula": "C8H16O", "method": "wB97M-V/def2-TZVPD", "symbols": ["C", "C", "C", "C", "C", "C", "C", "C", "H", "H", "H", "H", "H", "H", "H", "H", "H", "H", "H", "H", "H", "H", "H", "H", "O"], "xyz": [[-2.73378, 1.35206, 1.94086], [-2.15838, -0.01908, 1.57662], [-2.38780, -0.36303, 0.08561], [-0.31906, 0.13709, -1.35982], [-1.11898, -0.73410, -0.66603], [3.14039, -1.47743, -2.05741], [1.92405, -0.99271, -1.30705], [0.98234, -0.14011, -1.89005], [-2.48753, 2.06571, 1.15249], [-2.34149, 1.69728, 2.89643], [-3.82197, 1.36726, 2.01329], [-1.07144, -0.02996, 1.67985], [-2.56537, -0.76476, 2.26786], [-2.78770, 0.44089, -0.53404], [-3.03748, -1.23093, -0.02947], [-0.73640, 1.12183, -1.61898], [-0.80327, -1.76869, -0.50931], [3.04214, -2.50080, -2.46818], [3.98785, -1.53201, -1.36812], [3.38828, -0.82693, -2.90394], [1.59576, -1.66353, -0.52314], [1.16127, 0.05708, -2.95197], [2.00230, 2.32049, 2.22193], [2.90921, 1.15715, 2.25038], [2.06992, 1.44922, 2.62700]], "forces_ev_per_angstrom": [[0.2, 0.0, 0.0], [-0.2, 0.5, -0.4], [1.0, -0.8, -1.0], [0.1, 0.1, -0.9], [-0.1, -0.4, 1.1], [-0.2, -0.2, 0.2], [-0.3, -0.4, -0.6], [0.0, -0.7, 0.2], [0.2, 0.1, 0.1], [0.0, 0.2, 0.1], [-0.1, -0.2, 0.0], [-0.1, 0.2, 0.3], [0.0, -0.1, -0.2], [-0.5, 0.5, 0.5], [-0.5, 0.1, 0.2], [-0.2, -0.2, 0.0], [0.2, 0.2, -0.1], [-0.1, 0.1, -0.1], [0.3, 0.1, -0.2], [0.1, 0.1, 0.2], [0.1, 0.2, 0.5], [0.2, 0.9, 0.3], [-0.4, 0.0, 0.0], [-0.2, -0.4, 0.0], [0.5, 0.4, -0.1]], "de_lowest_kj_mol": 3.1, "orbital_gap_ev": [3.194, 6.305], "multiplicity": 2, "total_charge": -1}